1.
The following is a DFT calculation (ωB97M-V/def2-TZVPD) of C29H13F4N6O2Pd as an isolated structure.

```
! RIJCOSX wB97M-V def2-TZVPD def2/J DEFGRID3
* xyz -1 1
Pd -0.510 0.025 0.507
C 0.762 2.945 0.075
O 0.361 1.655 -0.455
C 0.547 1.408 -1.791
C 1.287 2.228 -2.624
C 1.391 1.894 -3.966
C 0.775 0.755 -4.469
C 0.068 -0.082 -3.623
C -0.037 0.240 -2.278
N -0.686 -0.593 -1.317
N -1.249 -1.631 -1.726
C -1.834 -2.539 -0.912
C -1.801 -2.502 0.510
O -1.258 -1.594 1.232
C -2.409 -3.586 1.233
C -3.016 -4.604 0.592
C -3.088 -4.666 -0.838
C -3.738 -5.732 -1.485
C -3.805 -5.785 -2.854
C -3.219 -4.762 -3.609
C -2.581 -3.711 -2.996
C -2.498 -3.638 -1.593
H 0.343 3.722 -0.562
H 1.849 2.992 0.113
H 0.321 3.009 1.064
H 1.815 3.083 -2.229
H 1.980 2.525 -4.617
H 0.866 0.505 -5.517
H -0.389 -0.992 -3.982
H -2.357 -3.531 2.311
H -3.471 -5.405 1.163
H -4.186 -6.512 -0.880
H -4.307 -6.607 -3.347
H -3.270 -4.795 -4.690
H -2.138 -2.924 -3.589
F 0.643 0.133 2.569
C 1.371 1.245 2.901
C 2.624 1.368 2.341
F 3.044 0.385 1.524
C 3.407 2.505 2.535
C 2.857 3.430 3.435
C 1.594 3.296 3.982
F 1.110 4.309 4.714
C 0.758 2.220 3.680
C -0.695 2.172 3.892
C -1.419 1.845 2.751
N -2.028 1.561 1.788
C -1.345 2.537 5.085
N -1.889 2.827 6.064
F 3.524 4.562 3.691
C 4.604 2.745 1.734
C 5.730 3.428 2.231
N 6.665 3.985 2.627
C 4.514 2.464 0.363
N 4.406 2.190 -0.762
*
```

Properties
energy relative to the best compared isomer or geometry (same formula, charge and spin)	30.9	kJ/mol
total energy	-57667.270	eV
lowest unoccupied orbital energy	0.330	eV
Kohn-Sham gap	4.409	eV

=====

2.
The following is a DFT calculation (ωB97M-V/def2-TZVPD) of C9H17ClINO2PRh as an isolated structure in a non-equilibrium geometry.

```
! RIJCOSX wB97M-V def2-TZVPD def2/J DEFGRID3
* xyz 2 5
C -1.959 1.477 -3.563
C -1.632 0.201 -2.880
H -2.541 1.285 -4.471
H -1.037 2.029 -3.795
H -2.578 2.070 -2.877
O -1.929 -0.919 -3.276
I -2.250 1.583 1.183
Rh -0.928 0.484 -1.016
P 0.922 -0.463 -2.080
C 0.953 -2.284 -1.863
C 1.162 -0.237 -3.894
H 2.567 1.166 -1.432
H 3.351 -0.296 -2.133
H 2.695 -0.319 -0.449
C 2.560 0.072 -1.461
H 1.249 0.833 -4.117
H 2.082 -0.748 -4.213
H 1.574 -2.758 -2.637
H -0.066 -2.682 -1.931
H 0.315 -0.657 -4.453
H 1.364 -2.506 -0.870
C -1.784 -1.042 -0.398
O -2.323 -1.970 0.039
Cl 0.346 2.463 -1.531
C -0.576 0.081 4.088
C 0.330 0.998 3.227
C 0.512 0.519 1.877
N 0.656 0.086 0.800
H -1.638 0.309 3.938
H -0.351 0.200 5.154
H -0.409 -0.974 3.838
H -0.106 2.007 3.191
H 1.315 1.088 3.707
*
```

Properties
energy relative to the best compared isomer or geometry (same formula, charge and spin)	0.0	kJ/mol
total energy	-48093.373	eV
lowest unoccupied orbital energy (spin up / spin down)	-8.132 / -11.777	eV
Kohn-Sham gap (spin up / spin down)	6.271 / 5.270	eV

=====

3.
The following is a DFT calculation (ωB97M-V/def2-TZVPD) of a 2-piece molecular cluster, C3H3ClN3OS overall in a non-equilibrium geometry.

```
! RIJCOSX wB97M-V def2-TZVPD def2/J DEFGRID3
* xyz 1 1
C 0.008 2.226 0.399
C 2.573 0.308 0.234
C 1.164 0.086 0.071
N 0.225 1.091 0.055
N 0.579 -1.108 -0.054
N 0.963 -2.228 -0.033
O -0.405 3.257 0.640
S 3.887 -0.646 0.414
Cl -2.427 -0.744 0.693
H 2.857 1.333 0.272
H -0.582 -1.172 -0.033
H -3.024 0.295 0.127
*
```

Properties
energy relative to the best compared isomer or geometry (same formula, charge and spin)	372.9	kJ/mol
total energy	-33022.543	eV
lowest unoccupied orbital energy (spin up / spin down)	-6.684 / -7.671	eV
Kohn-Sham gap (spin up / spin down)	7.085 / 5.861	eV

=====

4.
The following is a DFT calculation (ωB97M-V/def2-TZVPD) of a 2-piece molecular cluster, C10H17N4O overall in a non-equilibrium geometry.

```
! RIJCOSX wB97M-V def2-TZVPD def2/J DEFGRID3
* xyz 1 1
C -0.762 -3.278 2.429
C 0.659 -3.182 2.116
C -1.401 -2.293 1.726
C 0.829 -2.020 1.444
C -0.532 -1.001 -1.771
C 1.194 1.183 0.552
C -0.988 2.156 0.172
C 1.632 1.582 -0.853
C -0.684 2.578 -1.198
C -0.849 -0.312 0.430
N -0.404 -1.474 1.180
N -0.300 0.964 0.653
N -0.619 -2.272 -2.046
N 0.840 2.832 -1.311
O -0.115 -0.160 -2.553
H -1.118 -4.112 2.874
H 1.445 -3.550 2.675
H -2.404 -2.061 1.827
H 1.662 -1.598 0.995
H 1.651 0.291 0.978
H 1.299 1.921 1.352
H -0.514 2.920 0.831
H -2.120 2.011 0.281
H 2.655 1.897 -0.889
H 1.472 0.839 -1.611
H -0.799 1.782 -2.074
H -1.305 3.480 -1.486
H -1.973 -0.337 0.271
H -0.635 -2.887 -1.209
H -0.382 -2.622 -2.959
H 1.195 3.609 -0.673
H 1.371 3.112 -2.154
*
```

Properties
energy relative to the best compared isomer or geometry (same formula, charge and spin)	262.3	kJ/mol
total energy	-18643.576	eV
lowest unoccupied orbital energy (spin up / spin down)	-3.139 / -3.139	eV
Kohn-Sham gap (spin up / spin down)	7.514 / 7.515	eV

=====

5.
The following is a DFT calculation (ωB97M-V/def2-TZVPD) of a 4-piece molecular cluster, C3H14O3S overall in a non-equilibrium geometry.

```
! RIJCOSX wB97M-V def2-TZVPD def2/J DEFGRID3
* xyz 0 1
C 2.651 0.123 0.198
C 1.694 0.387 1.334
S 0.086 1.167 0.851
C -0.444 -0.055 -0.365
H 3.320 0.969 0.013
H 3.409 -0.583 0.572
H 2.173 -0.180 -0.728
H 1.356 -0.512 1.824
H 2.095 1.073 2.080
H -0.099 0.253 -1.365
H -1.497 -0.237 -0.497
H 0.088 -0.990 -0.190
H -0.603 2.986 -3.465
H 0.807 3.164 -3.989
O -0.044 3.613 -3.936
H -2.100 -1.008 3.777
H -3.546 -0.507 3.620
O -2.764 -0.778 3.121
H -2.934 -2.656 -1.048
H -1.462 -3.179 -1.212
O -2.185 -3.051 -0.595
*
```

Properties
energy relative to the best compared isomer or geometry (same formula, charge and spin)	104.2	kJ/mol
total energy	-20315.156	eV
SMILES string	CCSC.O.O.O
lowest unoccupied orbital energy	0.573	eV
Kohn-Sham gap	8.876	eV

=====

6.
The following is a DFT calculation (ωB97M-V/def2-TZVPD) of a 12-piece molecular cluster, C4H28NO14 overall in a non-equilibrium geometry.

```
! RIJCOSX wB97M-V def2-TZVPD def2/J DEFGRID3
* xyz -1 1
O -0.452 -3.021 -1.456
C -1.109 -2.259 -0.769
N -0.566 -1.253 -0.014
C 0.837 -1.008 0.150
O 1.114 -0.628 1.317
O 1.647 -1.030 -0.807
C -2.610 -2.370 -0.761
C -3.158 -1.347 -1.771
H -1.172 -0.749 0.629
H -2.876 -3.399 -0.963
H -2.985 -2.204 0.298
H -3.967 -1.899 -2.343
H -2.347 -0.913 -2.327
H -3.679 -0.529 -1.288
H 0.706 1.380 0.538
H 1.045 2.743 -0.175
O 0.325 2.213 0.238
H -1.038 4.177 1.800
H 0.246 3.317 1.733
O -0.255 3.963 2.316
H 2.408 0.322 3.248
H 1.283 0.603 2.266
O 1.902 1.071 2.902
H 1.733 -2.755 -2.970
H 1.583 -1.428 -2.263
O 1.700 -1.822 -3.226
H 0.416 1.393 3.823
H -0.546 2.499 3.401
O -0.529 1.661 3.905
H 0.438 -1.999 -4.276
H -0.744 -2.800 -3.870
O -0.517 -2.151 -4.551
H 0.809 0.791 -3.121
H 1.694 -0.100 -4.034
O 1.330 0.794 -3.926
H -1.812 0.402 3.268
H -2.122 -1.002 3.282
O -2.201 -0.270 2.653
H 3.063 2.729 0.230
H 2.697 2.948 -1.240
O 2.635 3.383 -0.381
H -3.878 -0.352 1.977
H -4.889 0.334 1.126
O -4.847 -0.258 1.891
H 3.268 1.504 1.812
H 4.148 0.750 0.808
O 4.058 1.609 1.235
*
```

Properties
energy relative to the best compared isomer or geometry (same formula, charge and spin)	0.0	kJ/mol
total energy	-34762.790	eV
lowest unoccupied orbital energy	2.666	eV
Kohn-Sham gap	9.798	eV

=====

7.
The following is a DFT calculation (ωB97M-V/def2-TZVPD) of a 13-piece molecular cluster, C18H59NO13P overall in a non-equilibrium geometry.

```
! RIJCOSX wB97M-V def2-TZVPD def2/J DEFGRID3
* xyz 1 1
C 3.112 -0.215 1.514
C 1.995 -0.753 1.991
C 0.635 -0.383 1.499
P -0.105 -1.944 0.732
O -0.223 -1.852 -0.744
C 0.493 0.745 0.477
C -1.013 1.067 0.605
C -1.251 0.781 2.041
N -0.329 0.051 2.548
H 4.063 -0.434 1.982
H 3.136 0.421 0.639
H 2.079 -1.542 2.735
H -1.350 -2.077 1.370
H 0.652 -3.036 1.193
H 0.808 0.356 -0.488
H 1.098 1.598 0.779
H -1.205 2.123 0.403
H -1.663 0.480 -0.052
H -2.093 1.152 2.613
H -0.320 -0.236 3.521
C 0.223 4.805 0.153
O 0.132 3.666 -0.708
H -0.061 4.485 1.157
H 1.244 5.192 0.184
H -0.442 5.602 -0.175
H 0.390 3.955 -1.593
C -0.757 -6.043 -1.122
O -1.283 -4.934 -0.396
H -1.489 -6.843 -1.052
H -0.609 -5.795 -2.175
H 0.185 -6.393 -0.691
H -0.652 -4.212 -0.449
C 2.403 4.360 -3.796
O 1.213 5.057 -3.435
H 2.976 4.216 -2.882
H 2.183 3.383 -4.234
H 3.007 4.937 -4.498
H 0.689 5.205 -4.229
C -0.670 7.843 -2.361
O -0.539 7.852 -0.941
H -1.139 6.904 -2.639
H -1.297 8.665 -2.709
H 0.308 7.903 -2.844
H -0.134 8.679 -0.667
C 2.677 -0.470 5.934
O 3.007 0.580 5.024
H 2.647 -0.051 6.936
H 1.695 -0.900 5.704
H 3.433 -1.257 5.892
H 3.031 0.195 4.144
C 1.129 2.449 6.739
O 0.980 2.321 8.145
H 0.732 1.538 6.295
H 0.565 3.303 6.352
H 2.178 2.542 6.455
H 1.330 3.112 8.564
C 3.694 -5.219 0.203
O 2.477 -4.480 0.362
H 4.076 -5.420 1.201
H 3.520 -6.164 -0.310
H 4.434 -4.634 -0.348
H 2.122 -4.302 -0.515
C -3.269 -1.649 -2.375
O -4.414 -2.082 -1.648
H -3.521 -0.703 -2.851
H -2.419 -1.490 -1.710
H -2.996 -2.375 -3.144
H -4.202 -2.924 -1.235
C -3.568 5.747 -3.706
O -2.782 6.559 -4.570
H -2.880 5.240 -3.031
H -4.262 6.345 -3.111
H -4.130 4.991 -4.260
H -3.377 7.015 -5.172
C -3.005 -4.148 4.003
O -2.650 -3.138 3.052
H -2.929 -3.699 4.989
H -4.029 -4.490 3.850
H -2.326 -5.001 3.947
H -2.737 -3.541 2.181
C -5.068 -0.091 -6.179
O -5.168 0.579 -4.929
H -5.290 0.642 -6.951
H -4.061 -0.483 -6.350
H -5.787 -0.910 -6.258
H -4.995 -0.062 -4.234
C 5.505 -7.828 -1.929
O 4.332 -8.217 -1.223
H 5.261 -6.919 -2.475
H 6.335 -7.618 -1.250
H 5.816 -8.590 -2.646
H 4.531 -9.024 -0.740
*
```

Properties
total energy	-57006.815	eV
lowest unoccupied orbital energy	-3.963	eV
Kohn-Sham gap	7.862	eV

=====

8.
The following is a DFT calculation (ωB97M-V/def2-TZVPD) of C6H11NS in the gas phase in a non-equilibrium geometry.

```
! RIJCOSX wB97M-V def2-TZVPD def2/J DEFGRID3
* xyz 0 1
C 1.722 -0.619 0.487
C -0.512 -1.753 0.123
C 0.900 -1.495 -0.347
C 1.059 -0.031 -0.719
C -0.418 0.596 -0.577
C -0.597 2.003 0.102
N -1.155 -0.385 0.198
S -2.779 -0.259 -0.029
H 1.315 -0.507 1.432
H 2.921 -0.830 0.562
H -0.824 -2.327 -0.694
H -0.644 -2.253 1.064
H 1.365 -2.364 -0.923
H 1.625 0.235 -1.709
H -0.769 0.879 -1.652
H -1.616 2.226 0.207
H -0.203 2.726 -0.435
H -0.155 1.861 1.100
H -3.313 -0.160 1.213
*
```

Properties
energy relative to the best compared isomer or geometry (same formula, charge and spin)	250.0	kJ/mol
total energy	-18722.903	eV
SMILES string	C[C@H]1[C@H]2C[C@H]2CN1S
lowest unoccupied orbital energy	0.919	eV
Kohn-Sham gap	9.490	eV

=====

- What is the total energy in the eighth record?
  -18722.903 eV